1.
# C19H42BrN3O6

3 unconnected molecules or ions with the total composition C19H42BrN3O6 (ωB97M-V/def2-TZVPD, OMol25).

The geometry in XYZ format:
```
71
Properties=species:S:1:pos:R:3:lowdin_charge:R:1
C 8.927 -1.810 -0.211 -0.1415
C 8.364 -3.142 0.271 -0.2549
C 7.046 -3.591 -0.344 -0.6885
Br 6.820 -3.006 -2.206 0.7535
O 6.007 -3.097 0.461 -0.0563
C 4.695 -3.346 0.086 -0.5824
O 3.973 -2.449 -0.232 0.1296
N 4.377 -4.684 0.130 0.0871
C 3.025 -5.098 0.552 -0.1605
C 1.899 -4.629 -0.382 -0.1798
C 0.754 -3.927 0.347 -0.2021
C 1.134 -2.599 0.993 -0.1816
C 0.000 -2.061 1.848 -0.1831
O 0.419 -1.088 2.816 -0.0164
C 1.112 0.009 2.396 -0.5291
C 0.654 0.659 1.110 0.0266
O 1.985 0.446 3.085 0.1213
H 8.141 -1.059 -0.295 0.0734
H 9.416 -1.908 -1.179 0.0573
H 9.662 -1.445 0.506 0.0733
H 8.173 -3.079 1.344 0.1176
H 9.089 -3.941 0.102 0.1130
H 6.999 -4.675 -0.439 0.0862
H 5.084 -5.172 0.664 0.1320
H 3.054 -6.187 0.559 0.1161
H 2.834 -4.779 1.582 0.1208
H 1.481 -5.503 -0.885 0.1071
H 2.313 -3.980 -1.151 0.1103
H -0.058 -3.764 -0.369 0.1170
H 0.353 -4.605 1.110 0.1158
H 1.393 -1.888 0.206 0.1091
H 2.029 -2.697 1.612 0.1187
H -0.801 -1.647 1.229 0.0968
H -0.420 -2.868 2.449 0.1295
H -0.359 0.382 0.826 0.0656
H 1.337 0.389 0.303 0.0920
H 0.720 1.735 1.249 0.0928
C -5.593 0.468 -0.828 -0.0659
C -4.382 -0.017 -1.619 -0.4294
C -3.552 -1.086 -0.899 -0.2010
O -2.738 -0.589 0.147 -0.2164
C -3.386 -0.393 1.391 -0.0936
N -3.581 1.142 -2.016 0.0435
H -5.299 1.157 -0.034 0.0617
H -6.276 1.005 -1.486 0.0767
H -6.135 -0.363 -0.374 0.0787
H -4.753 -0.489 -2.534 0.1353
H -2.856 -1.521 -1.621 0.1224
H -4.194 -1.895 -0.525 0.1213
H -4.156 -1.152 1.560 0.0946
H -3.839 0.598 1.466 0.0791
H -2.629 -0.480 2.171 0.0829
H -2.848 0.853 -2.657 0.0771
H -3.083 1.481 -1.196 0.0519
C -2.067 6.142 -0.972 -0.0693
C -3.218 5.232 -1.388 -0.4314
C -4.588 5.918 -1.393 -0.2076
O -5.145 6.137 -0.110 -0.1888
C -4.706 7.303 0.555 -0.1101
N -3.198 4.022 -0.564 0.0437
H -2.051 6.292 0.108 0.0645
H -1.116 5.688 -1.250 0.0749
H -2.136 7.119 -1.454 0.0777
H -3.038 4.917 -2.421 0.1364
H -5.296 5.263 -1.907 0.1225
H -4.543 6.865 -1.948 0.1190
H -4.539 8.123 -0.152 0.0893
H -3.787 7.137 1.122 0.0745
H -5.493 7.596 1.251 0.0864
H -3.880 3.364 -0.931 0.0405
H -3.531 4.269 0.364 0.0727
```

LUMO energy ... 0.638 eV
SMILES ... CC[C@H](Br)OC(=O)NCCCCCOC(C)=O.COC[C@@H](C)N.COC[C@@H](C)N
Kohn-Sham gap ... 0.3591 hartree
HOMO energy ... -9.1329 eV
M ... 488.46 g/mol
Electronic energy ... -107181.3923 eV

***

2.
# C3H6N2O

A single C3H6N2O molecule (ωB97M-V/def2-TZVPD, OMol25).

The geometry in XYZ format:
```
12
Properties=species:S:1:pos:R:3:lowdin_charge:R:1
C -0.989 0.498 0.821 -0.0268
C -0.288 0.419 -0.514 -0.4667
N -0.734 0.875 -1.613 0.1303
N 0.995 -0.152 -0.541 0.0935
C 1.455 -1.202 0.221 -0.3290
O 2.439 -1.847 -0.055 0.0408
H -2.030 0.786 0.652 0.0785
H -0.511 1.247 1.462 0.0928
H -0.987 -0.453 1.361 0.0662
H -1.649 1.298 -1.469 0.0487
H 1.462 -0.065 -1.438 0.1476
H 0.837 -1.404 1.111 0.1241
```

LUMO energy ... 0.786 eV
SMILES ... [H]/N=C(\C)NC=O
Kohn-Sham gap ... 0.3974 hartree
HOMO energy ... -10.0270 eV
M ... 86.09 g/mol
Electronic energy ... -8236.1128 eV

***

Among the records above, which one has the lowest LUMO energy?
C19H42BrN3O6

***

LUMO energy of number 1 (C19H42BrN3O6)?
0.638 eV

***

Please write out number 2 again, unchanged.
# C3H6N2O

A single C3H6N2O molecule (ωB97M-V/def2-TZVPD, OMol25).

The geometry in XYZ format:
```
12
Properties=species:S:1:pos:R:3:lowdin_charge:R:1
C -0.989 0.498 0.821 -0.0268
C -0.288 0.419 -0.514 -0.4667
N -0.734 0.875 -1.613 0.1303
N 0.995 -0.152 -0.541 0.0935
C 1.455 -1.202 0.221 -0.3290
O 2.439 -1.847 -0.055 0.0408
H -2.030 0.786 0.652 0.0785
H -0.511 1.247 1.462 0.0928
H -0.987 -0.453 1.361 0.0662
H -1.649 1.298 -1.469 0.0487
H 1.462 -0.065 -1.438 0.1476
H 0.837 -1.404 1.111 0.1241
```

LUMO energy ... 0.786 eV
SMILES ... [H]/N=C(\C)NC=O
Kohn-Sham gap ... 0.3974 hartree
HOMO energy ... -10.0270 eV
M ... 86.09 g/mol
Electronic energy ... -8236.1128 eV